one.
C15H22N2O4 | ωB97M-V/def2-TZVPD

Geometry as XYZ:
```
43
Properties=species:S:1:pos:R:3:lowdin_charge:R:1
O -2.48368 1.44405 3.15660 -0.059
O -0.78324 -0.93195 4.11355 -0.041
O -0.55459 -1.58847 -0.17093 0.066
O 0.94822 2.01411 2.67871 0.060
N 0.53118 0.10688 0.85297 0.118
N -1.20828 2.04822 3.26187 -0.032
C 0.01012 -1.04674 2.94799 -0.189
C -3.40958 2.34571 3.78655 -0.153
C 0.34656 -0.76475 -0.17225 -0.447
C 2.56458 -0.76132 -4.35423 -0.020
C 1.53399 -1.02390 -3.38363 -0.414
C 1.66034 -1.88340 -2.13390 -0.047
C -1.34578 3.44338 3.60508 -0.114
C -2.56656 3.38765 4.51026 -0.130
C 1.50306 -2.72510 -5.63476 -0.125
C 0.22937 -2.55492 -4.96846 -0.100
C 1.30084 -0.61006 -1.32611 -0.180
C -0.35687 0.10931 1.99799 -0.191
C 0.70017 -0.00808 -2.63522 -0.031
C 1.21642 -1.35463 -4.89694 -0.201
C -0.14309 1.45332 2.69190 -0.382
H -0.36049 -0.26781 -2.69241 0.130
H 1.07750 -0.95807 3.17467 0.130
H -0.70805 -2.33201 -5.46236 0.097
H -1.53799 4.04376 2.70916 0.137
H -0.65106 -1.71323 4.65650 0.091
H 2.20366 -0.06481 -1.04007 0.146
H -2.27250 3.02683 5.49569 0.119
H -0.17462 -1.97789 2.40883 0.122
H 0.14082 -3.14078 -4.05942 0.097
H 2.59544 -2.39498 -1.91990 0.116
H 1.57707 -2.56637 -6.70035 0.103
H 3.38878 -1.46267 -4.28291 0.109
H -1.38763 0.00123 1.67269 0.151
H -3.07985 4.34046 4.61201 0.116
H 2.82305 0.20960 -4.76290 0.103
H 0.81188 -2.57138 -2.04754 0.110
H 0.85173 1.04549 -2.85056 0.118
H -0.42766 3.78472 4.07730 0.132
H 1.28273 0.77772 0.84670 0.135
H -4.02281 2.80328 3.00706 0.121
H 2.21612 -3.42892 -5.21147 0.105
H -4.03927 1.74652 4.44224 0.124
```

**Frontier orbital gap**: 7.93 eV
**Molecular weight**: 294.35 g mol⁻¹
**Charge**: 0
**LUMO energy**: 0.0275 Ha
**HOMO**: -7.1834 eV

two.
C15H22N2O4 | ωB97M-V/def2-TZVPD

Geometry as XYZ:
```
43
Properties=species:S:1:pos:R:3:lowdin_charge:R:1
O 0.07939 0.38907 1.48736 0.069
O 1.93850 -2.58565 -1.92834 0.135
O 3.60765 -2.21170 1.14450 -0.048
O 3.37688 -0.94642 -3.30562 -0.081
N 3.17652 -0.64045 -1.92819 -0.028
N 0.35797 -1.14990 -0.13995 0.126
C 2.18738 -2.23354 1.06898 -0.189
C -4.51102 3.22576 1.74135 -0.063
C 4.57068 -0.57530 -1.43282 -0.127
C -5.09338 0.77404 0.61640 0.011
C 1.79402 -1.21321 0.01284 -0.220
C -4.50266 1.76201 1.55248 -0.381
C -4.76654 2.27795 2.90998 -0.062
C 2.35597 -1.61419 -1.35026 -0.382
C -3.60849 0.78076 0.93333 -0.341
C -0.40574 -0.33139 0.63121 -0.447
C 4.31105 0.04823 -3.71739 -0.167
C -2.82058 -0.35491 1.57647 -0.040
C -2.49208 1.02475 -0.07538 -0.036
C -1.88411 -0.34697 0.33938 -0.181
C 5.24174 0.26950 -2.51169 -0.127
H 3.90180 -2.89796 1.74923 0.093
H -2.28184 -0.02813 2.46690 0.119
H -2.77042 1.13365 -1.12285 0.115
H 2.15369 -0.22898 0.30980 0.153
H 1.82056 -3.21838 0.76301 0.129
H 4.59962 -0.13802 -0.43790 0.124
H -0.06548 -1.77257 -0.80883 0.143
H -3.56386 3.74983 1.72482 0.100
H 3.78235 0.96777 -3.97969 0.116
H -3.99186 2.18452 3.66046 0.100
H -5.68485 -0.03399 1.03081 0.107
H 6.26108 -0.06392 -2.69593 0.109
H 5.26901 1.32117 -2.23196 0.108
H 4.80888 -0.34924 -4.59865 0.121
H -3.35042 -1.28465 1.78083 0.115
H 1.72781 -1.95009 2.01926 0.127
H -5.77901 2.22253 3.28875 0.099
H -5.39348 1.11787 -0.36674 0.107
H -1.84019 1.84696 0.22376 0.121
H 4.98655 -1.58373 -1.39302 0.131
H -5.35749 3.78660 1.36683 0.099
H -2.14564 -1.12969 -0.37351 0.141
```

**Frontier orbital gap**: 10.02 eV
**Molecular weight**: 294.35 g mol⁻¹
**Charge**: 0
**LUMO energy**: 0.0251 Ha
**HOMO**: -9.3381 eV

Which is most stable, and by how much? two, by 2.724 eV.

one.
C28H33F6MnN3PSbSe2 | ωB97M-V/def2-TZVPD

Geometry as XYZ:
```
75
Properties=species:S:1:pos:R:3:lowdin_spin:R:1
Sb -2.85243 -0.82624 0.08620 0.002
Se -1.64506 -2.58900 1.67622 0.008
Se -1.56326 -2.36023 -1.79352 0.023
Mn 0.81467 -0.39835 -0.03161 4.081
P 2.01904 -3.94913 -0.12421 0.001
F 1.40121 -4.14517 -1.57477 0.001
F 2.84784 -5.26872 -0.13546 0.000
F 3.22705 -3.08649 -0.80216 0.000
F 0.73225 -4.58805 0.53683 0.001
F 1.12141 -2.36559 -0.09519 0.048
F 2.54931 -3.47857 1.31843 0.000
N 0.25744 -0.50266 2.05258 0.011
N 0.41482 -0.34360 -2.09423 -0.002
N 2.91731 -0.47758 0.21077 0.020
C 3.88192 0.58596 0.03025 0.007
C -0.32893 2.16140 0.08153 -0.001
C -0.22389 -1.45875 -4.10423 -0.001
C 4.49504 2.85888 -0.31070 0.003
C -4.96939 -2.74193 -1.14912 0.000
C -0.50877 3.50511 0.36998 -0.012
C -3.09198 0.53130 1.78462 0.001
C 0.93978 1.60753 0.01857 -0.231
C 0.60322 -1.05759 4.75893 0.005
C 3.49028 1.92305 -0.02719 -0.003
C -0.24922 -1.81429 3.98785 -0.001
C 0.60963 4.28480 0.61549 0.024
C 1.87551 3.73676 0.51333 -0.016
C -3.13776 0.56114 -1.56665 -0.001
C 1.24962 0.02750 4.17696 0.000
C 1.04586 0.26465 2.84015 0.007
C 1.44752 0.24464 -4.17569 0.000
C 5.81616 2.49148 -0.47796 0.000
C -4.55437 0.78660 2.12831 0.000
C -4.10933 1.69100 -1.27891 0.000
C 5.21105 0.21109 -0.12990 0.000
C 6.18536 1.15869 -0.37403 0.004
C -0.42201 -1.51145 2.63467 0.007
C 2.08920 2.39283 0.17075 -0.014
C 1.27801 0.40046 -2.82316 0.006
C -4.71227 -1.86325 0.06373 0.002
C -0.35172 -1.25243 -2.72741 0.008
C 0.68571 -0.72097 -4.82759 0.006
H -5.45783 -1.06914 0.14567 0.000
H 3.05087 -0.93404 1.11601 0.003
H -4.29255 -3.59548 -1.18444 0.000
H -4.73934 -2.43189 0.99362 0.000
H 7.21640 0.85869 -0.50074 0.000
H -3.48319 -0.11476 -2.35090 0.000
H -1.50336 3.92960 0.41768 -0.002
H 0.74576 -1.29249 5.80533 0.000
H 1.90049 0.67628 4.74450 0.000
H -2.55291 1.45750 1.58986 0.000
H -4.85923 -2.19446 -2.08562 0.000
H -2.16563 0.94194 -1.88146 0.000
H -2.59611 0.02418 2.61051 0.000
H -5.06587 -0.13371 2.41280 0.000
H -4.20254 2.34429 -2.14841 0.000
H 1.53112 1.09785 2.34950 0.001
H 2.15949 0.86082 -4.70446 0.000
H -4.61609 1.46377 2.98257 0.000
H 3.14601 -1.23498 -0.43746 0.003
H 4.23728 3.90037 -0.43320 0.000
H -3.77306 2.31161 -0.44480 0.000
H -5.98770 -3.12977 -1.10692 0.000
H -0.84898 -2.19909 -4.58143 0.000
H -1.20178 1.54595 -0.09448 0.002
H -5.10893 1.32400 -1.04253 0.000
H 0.79467 -0.88465 -5.89149 0.000
H -0.80417 -2.63758 4.41390 0.000
H 6.55701 3.24751 -0.69948 0.000
H 5.46943 -0.83987 -0.06985 0.000
H 1.84886 1.13576 -2.27264 0.000
H -5.10940 1.24577 1.31082 0.000
H 0.50269 5.32754 0.88252 0.001
H 2.72277 4.37365 0.72251 -0.003
```

**Spin multiplicity**: 5
**Frontier orbital gap (spin up / spin down)**: 6.65 / 6.69 eV
**Molecular weight**: 891.17 g mol⁻¹
**Charge**: +1
**⟨S²⟩**: 6.23
**LUMO energy (spin up / spin down)**: -0.1463 / -0.1443 Ha
**HOMO (spin up / spin down)**: -10.6333 / -10.6182 eV

two.
C28H33F6MnN3PSbSe2 | ωB97M-V/def2-TZVPD

Geometry as XYZ:
```
75
Properties=species:S:1:pos:R:3:lowdin_spin:R:1
Sb -0.78850 -1.73687 -1.32983 -0.027
Se -1.45050 1.28513 4.67917 0.002
Se -2.54030 -0.07787 3.20627 0.002
Mn 0.71260 0.77803 1.30997 4.331
P 2.82210 0.78963 3.49817 0.001
F 2.44390 1.87573 2.22607 0.035
F 2.56850 1.96403 4.52917 0.001
F 3.08630 -0.30997 4.59617 0.000
F 4.34370 1.12313 3.26207 0.001
F 1.17350 0.44273 3.52487 0.021
F 2.85710 -0.36387 2.28877 0.014
N 2.28380 0.39333 -0.29403 -0.041
N -0.34170 2.60733 2.38187 0.011
N -0.28940 -1.33387 1.97947 0.023
C -0.82190 3.98603 4.27497 0.000
C 0.06710 1.88063 -1.57173 -0.020
C -1.23520 -1.50237 2.89967 0.003
C -2.85590 -1.95897 -0.59193 -0.003
C -1.27170 -1.05407 -3.37703 -0.002
C 0.06410 3.71193 1.73897 0.004
C 1.44370 1.89413 -2.10013 -0.003
C -3.46040 -3.33097 -0.81333 -0.001
C -0.95330 2.43903 -2.35563 -0.018
C 1.78200 2.65563 -3.22803 0.004
C 3.03090 2.60013 -3.81033 -0.001
C -1.73880 -2.12197 -4.34483 -0.001
C 3.71990 1.05453 -2.12713 -0.002
C -2.63670 1.86143 -0.76673 -0.018
C 4.00160 1.76853 -3.27753 0.004
C -1.65360 1.27083 0.00127 -0.019
C -2.26920 2.47453 -1.95243 0.024
C 0.04840 4.97433 2.29797 0.001
C 1.14410 -4.04027 -2.12183 -0.001
C -0.47870 -3.69027 3.45997 0.001
C -0.29120 -3.87047 -1.67073 -0.013
C 0.51960 -3.52497 2.51107 0.001
C 2.46640 1.12253 -1.52903 0.004
C -0.39760 5.11543 3.60697 0.001
C 0.57070 -2.34187 1.79667 0.003
C -0.79770 2.75563 3.62157 0.003
C -1.37930 -2.65857 3.65257 0.001
C -0.29830 1.30343 -0.33493 -0.324
H -2.65340 -2.60187 -4.00313 0.000
H 1.84200 -3.68367 -1.36623 0.000
H -3.43720 -1.19327 -1.10453 0.000
H -4.48040 -3.34257 -0.43073 0.000
H -2.90220 -4.10657 -0.29143 0.000
H 3.23300 3.20043 -4.68423 0.000
H 1.33440 -3.49007 -3.04043 0.000
H -0.72390 2.85793 -3.31903 -0.003
H -2.84290 -1.71717 0.47227 0.000
H -1.17500 4.02903 5.29447 0.000
H -2.18780 -2.72847 4.36627 0.000
H -0.97730 -2.88397 -4.49963 0.000
H 4.48480 0.42713 -1.68493 0.000
H -0.46460 -4.38207 -0.72673 0.000
H 4.97400 1.70083 -3.73693 0.000
H 0.43220 3.56193 0.72997 0.002
H -1.94630 -1.66147 -5.31083 0.000
H -3.49920 -3.58307 -1.87143 0.000
H 1.33430 -2.19657 1.03907 0.001
H -1.94560 0.76113 0.91557 -0.001
H 2.21800 -0.60467 -0.51293 0.002
H 1.24320 -4.30187 2.31827 0.000
H 1.06620 3.33333 -3.65943 0.000
H -3.66460 1.83813 -0.44003 -0.003
H -0.37190 -0.56997 -3.75553 0.000
H -0.98230 -4.26477 -2.40833 -0.001
H 1.36150 -5.09037 -2.30683 0.000
H -3.00260 2.96323 -2.57283 0.001
H 3.14910 0.50573 0.24667 0.001
H -2.03680 -0.28797 -3.24853 0.000
H -0.41450 6.08153 4.08907 0.000
H -0.55310 -4.60147 4.03267 0.000
H 0.38860 5.82113 1.72367 0.000
```

**Spin multiplicity**: 5
**Frontier orbital gap (spin up / spin down)**: 5.67 / 7.27 eV
**Molecular weight**: 891.17 g mol⁻¹
**Charge**: +1
**⟨S²⟩**: 6.43
**LUMO energy (spin up / spin down)**: -0.1743 / -0.1164 Ha
**HOMO (spin up / spin down)**: -10.4076 / -10.4385 eV

Which is most stable, and by how much? one, by 0.179 eV.